{
  "formula": "C23H92O23",
  "method": "the ωB97M-V functional and the def2-TZVPD basis",
  "largest_force_ev_per_a": 4.3,
  "homo_lumo_gap_ev": 8.900,
  "elements": ["C", "O", "H", "H", "H", "H", "C", "O", "H", "H", "H", "H", "C", "O", "H", "H", "H", "H", "C", "O", "H", "H", "H", "H", "C", "O", "H", "H", "H", "H", "C", "O", "H", "H", "H", "H", "C", "O", "H", "H", "H", "H", "C", "O", "H", "H", "H", "H", "C", "O", "H", "H", "H", "H", "C", "O", "H", "H", "H", "H", "C", "O", "H", "H", "H", "H", "C", "O", "H", "H", "H", "H", "C", "O", "H", "H", "H", "H", "C", "O", "H", "H", "H", "H", "C", "O", "H", "H", "H", "H", "C", "O", "H", "H", "H", "H", "C", "O", "H", "H", "H", "H", "C", "O", "H", "H", "H", "H", "C", "O", "H", "H", "H", "H", "C", "O", "H", "H", "H", "H", "C", "O", "H", "H", "H", "H", "C", "O", "H", "H", "H", "H", "C", "O", "H", "H", "H", "H"],
  "positions_angstrom": [[-2.7070, -4.8964, 4.5225], [-2.5051, -3.4885, 4.2360], [-2.5134, -5.4711, 3.6168], [-2.0468, -5.3128, 5.2833], [-3.7600, -5.1560, 4.6309], [-3.1748, -2.9067, 4.6027], [-4.3454, -5.9745, 0.6515], [-4.1775, -6.0390, -0.7715], [-3.6951, -5.1820, 1.0217], [-5.4082, -5.8775, 0.8731], [-4.0189, -6.8960, 1.1334], [-3.3185, -6.3624, -1.0529], [3.8532, 2.2695, 3.2384], [4.2680, 2.9034, 2.0336], [2.8217, 1.9176, 3.2553], [4.5013, 1.4032, 3.3710], [4.0406, 2.8778, 4.1232], [5.1304, 3.3082, 2.1522], [2.1248, 5.1382, 0.0869], [2.0776, 3.7362, 0.1692], [3.1529, 5.4294, -0.1283], [1.4401, 5.4931, -0.6834], [1.6786, 5.6492, 0.9401], [2.8016, 3.4612, 0.7365], [4.3620, 3.0904, -3.6904], [4.6039, 2.3515, -4.8868], [3.3659, 3.5024, -3.5289], [4.5568, 2.4544, -2.8268], [4.8536, 4.0609, -3.7573], [3.8106, 1.8203, -4.9878], [-1.5620, 0.8243, -2.6039], [-1.8407, 0.8710, -3.9453], [-2.4795, 0.6174, -2.0530], [-0.8578, 0.0360, -2.3378], [-1.2390, 1.8007, -2.2427], [-2.7822, 0.7678, -4.1023], [0.1373, 3.8655, -3.5114], [0.9648, 4.8567, -3.9252], [-0.4925, 4.1348, -2.6635], [-0.5507, 3.5350, -4.2895], [0.6604, 2.9393, -3.2737], [1.2887, 4.7118, -4.8172], [-1.3467, 6.1031, 0.6354], [-0.6862, 7.2535, 0.0733], [-0.7347, 5.2019, 0.6729], [-1.7798, 6.3544, 1.6036], [-2.1463, 5.8048, -0.0426], [-0.2734, 6.8790, -0.7083], [5.5814, 0.2545, -0.1185], [6.8653, 0.2571, 0.2138], [5.1644, -0.7379, -0.2897], [4.9482, 0.5858, 0.7046], [5.3210, 0.8622, -0.9851], [6.9776, -0.3590, 0.9414], [2.9483, -3.2974, 1.5538], [2.8852, -2.4749, 0.2853], [4.0223, -3.4281, 1.6860], [2.5845, -2.6866, 2.3801], [2.4180, -4.2498, 1.5578], [1.9995, -2.1054, 0.2572], [-3.8165, 3.3272, 2.6711], [-2.7311, 3.6975, 1.8426], [-4.2339, 2.3282, 2.5451], [-3.4114, 3.4738, 3.6724], [-4.7023, 3.9463, 2.5293], [-2.8323, 3.2775, 0.9852], [2.0390, 0.0984, -3.8637], [2.1221, 1.2499, -4.7826], [2.6552, 0.4280, -3.0271], [1.0643, -0.2790, -3.5545], [2.5620, -0.6611, -4.4449], [1.3554, 1.2332, -5.3602], [-0.4876, -3.8955, 1.5636], [-0.7919, -2.6860, 2.2574], [0.1832, -4.5506, 2.1194], [-1.4701, -4.3496, 1.4344], [-0.0823, -3.7501, 0.5623], [-1.1728, -2.9164, 3.1080], [3.6341, -3.5280, -2.8362], [3.8860, -4.2649, -1.7019], [4.0443, -2.5210, -2.9127], [3.9844, -4.1396, -3.6677], [2.5570, -3.4524, -2.9851], [3.8473, -3.5219, -1.0953], [-0.8955, 0.0224, -7.2282], [-0.0758, 0.8044, -6.2597], [-1.9003, 0.4345, -7.1346], [-0.5744, 0.1506, -8.2619], [-0.9739, -1.0385, -6.9906], [-0.5229, 0.8053, -5.4101], [-3.9106, -1.1551, 0.6100], [-4.9832, -0.2959, 0.6590], [-4.2677, -2.0957, 0.1907], [-3.0817, -0.7837, 0.0074], [-3.4961, -1.3518, 1.5987], [-5.5110, -0.5996, 1.4011], [0.3685, 0.1316, 0.2416], [0.4181, -1.2970, 0.1038], [-0.6123, 0.4587, 0.5867], [1.0340, 0.2329, 1.0988], [0.7130, 0.7634, -0.5771], [-0.0565, -1.7605, 0.7977], [-4.7123, 2.3969, -1.4636], [-3.9303, 1.9729, -0.3426], [-4.3726, 3.3527, -1.8628], [-4.8656, 1.5679, -2.1545], [-5.6870, 2.5270, -0.9933], [-4.3864, 1.1615, -0.1078], [-3.2715, -0.0188, 5.1326], [-3.1395, -1.2375, 5.9173], [-4.2763, -0.1460, 4.7297], [-3.0857, 0.8141, 5.8108], [-2.4938, -0.0472, 4.3694], [-3.6657, -1.2315, 6.7202], [-2.2300, -2.7401, -2.9860], [-1.3606, -2.3306, -4.0416], [-2.4093, -3.8142, -2.9375], [-1.6274, -2.4249, -2.1341], [-3.1657, -2.2093, -2.8104], [-1.3256, -1.3723, -3.9955], [0.1815, 4.7228, 4.1264], [-1.1942, 4.9138, 3.9540], [0.2389, 3.8086, 4.7171], [0.7517, 4.6224, 3.2029], [0.5644, 5.5532, 4.7198], [-1.4614, 4.5203, 3.1201], [2.6192, -0.8430, 4.7150], [2.9590, -0.0830, 5.8319], [2.4328, -1.8756, 5.0100], [1.7530, -0.5384, 4.1275], [3.4916, -0.8418, 4.0616], [2.2116, 0.0491, 6.4198], [1.3544, -6.0761, -1.1010], [0.6592, -7.2894, -0.9071], [2.1759, -6.1697, -1.8112], [0.7164, -5.2317, -1.3618], [1.6630, -5.8946, -0.0715], [1.2466, -8.0193, -1.1162]],
  "forces_ev_per_angstrom": [[-0.45, 0.28, -1.22], [0.36, -1.31, -0.14], [0.58, 0.25, -0.29], [-0.25, 0.45, 0.33], [-0.06, 0.34, 0.86], [-0.02, -0.08, 0.62], [1.00, -0.60, -0.79], [-0.84, 0.12, 0.01], [-0.47, 0.32, 0.42], [0.18, 0.46, -0.13], [0.04, -0.20, 0.01], [0.14, -0.08, 0.49], [1.31, -0.49, 0.56], [-0.99, 0.27, -0.26], [0.02, 0.40, -0.58], [-0.16, -0.38, 0.15], [-0.28, 0.32, -0.04], [0.00, -0.08, 0.12], [-0.38, 0.25, -0.20], [-0.61, -0.32, -0.07], [-0.15, 0.57, 0.05], [0.36, -0.37, -0.66], [0.56, -0.06, 0.67], [0.29, -0.19, 0.24], [-0.23, 0.44, -0.32], [-0.12, 0.76, 0.54], [-0.80, -0.72, -0.51], [0.56, 0.45, 0.29], [1.11, -0.44, 0.37], [-0.38, -0.30, -0.37], [-0.62, 0.17, 2.28], [-0.07, -0.28, -2.31], [0.01, -0.09, 0.28], [0.27, 0.10, -0.14], [0.39, -0.07, 0.03], [0.07, 0.07, -0.04], [-1.31, -2.31, -0.15], [1.10, 1.98, -0.12], [0.30, 0.45, 0.14], [-0.37, 0.17, -0.30], [0.37, -0.07, 0.42], [-0.06, -0.24, 0.06], [-0.54, 0.29, -0.62], [-0.03, -0.96, 0.43], [0.53, 0.18, 0.45], [0.28, -0.03, -0.11], [-0.47, 0.10, 0.07], [0.25, 0.47, -0.28], [-4.32, -0.44, -0.25], [3.62, 0.08, 0.62], [0.14, -0.44, -0.50], [-0.25, 0.60, 0.18], [0.51, 0.13, -0.02], [0.27, 0.05, -0.03], [0.70, 1.82, -1.40], [0.47, -1.87, 2.01], [-0.16, -0.36, 0.16], [-0.11, 0.01, 0.03], [0.04, 0.08, -0.54], [-0.62, 0.42, -0.34], [-0.16, 0.37, 0.51], [-0.09, -0.30, -0.18], [0.69, -0.44, -0.17], [-0.50, -0.18, 0.20], [0.13, 0.56, -0.03], [-0.16, -0.18, -0.33], [1.57, 1.02, -1.54], [-0.75, -0.51, 1.50], [-0.24, -0.43, 0.25], [-0.17, 0.50, -0.17], [-0.09, -0.60, 0.61], [-0.03, -0.19, -0.64], [-1.23, -0.32, 0.38], [1.33, 0.56, -0.96], [-0.03, 0.00, 0.06], [0.18, -0.79, -0.23], [0.13, 0.49, 0.16], [-0.47, -0.12, 0.39], [-0.95, -0.78, -2.57], [0.80, 0.61, 1.16], [0.38, -0.03, 0.34], [0.18, 0.34, -0.38], [-0.36, 0.32, -0.12], [-0.16, -0.48, 1.58], [-0.23, 1.02, 1.40], [-0.31, -1.06, -1.80], [-0.16, -0.05, -0.28], [0.45, 0.23, 0.39], [0.45, 0.00, 0.19], [-0.71, -0.11, 0.13], [1.32, -1.81, -0.02], [-1.16, 1.17, 0.29], [0.43, -0.34, -0.12], [-0.25, 0.28, -0.17], [0.10, -0.05, 0.12], [-0.37, 0.38, -0.10], [0.25, -0.67, 2.38], [0.00, -0.06, -2.18], [-0.21, 0.06, -0.30], [0.17, 1.21, -0.01], [0.05, -0.79, -0.33], [-0.44, 0.62, 0.60], [-0.96, -0.11, 1.49], [0.85, 0.38, -0.86], [0.19, -0.41, -0.20], [0.47, 0.27, -0.61], [-0.52, 0.58, -0.63], [0.08, -0.31, 0.88], [-0.19, -1.46, 1.24], [0.76, -0.43, -0.39], [0.06, 1.18, -0.41], [-0.44, 0.35, -0.45], [-0.20, -0.04, -0.01], [-0.12, 0.43, -0.10], [1.39, 0.70, 1.45], [-1.04, -0.43, -0.83], [0.21, 0.15, -0.48], [-0.29, -0.65, 0.95], [-0.34, 0.14, -0.94], [0.07, 0.19, -0.19], [-0.10, -0.44, 0.75], [-0.69, 0.65, -0.41], [0.87, -0.19, 0.08], [-0.04, 0.05, -0.10], [0.15, -0.02, -0.09], [-0.20, -0.12, -0.30], [0.17, -1.04, -0.39], [0.14, 0.91, 0.43], [-0.01, -0.28, -0.06], [-0.14, 0.52, 0.12], [-0.06, 0.02, -0.05], [-0.12, -0.12, -0.11], [0.42, -0.02, 1.27], [-1.13, -0.79, -0.84], [0.00, 0.23, 0.24], [-0.34, -0.36, -0.40], [1.04, 0.88, -0.24], [-0.04, 0.07, -0.02]]
}